# 1
DFT (ωB97M-V/def2-TZVPD) results for a molecular structure, C18H12HfN3Se4.

CARTESIAN COORDINATES (ANGSTROEM)
1 Hf 0.0457 -0.1321 0.0314
2 C 4.4867 0.7492 -0.2472
3 C 3.1547 0.5229 -0.5815
4 N 2.2277 0.2241 0.3159
5 C 2.5903 0.0874 1.6368
6 C 3.9007 0.3592 2.0563
7 C 4.8503 0.6850 1.0693
8 C 4.2262 0.3075 3.4342
9 C 3.2433 0.0219 4.3245
10 C 1.9274 -0.2846 3.8967
11 C 1.5834 -0.3206 2.5691
12 N 0.3592 -0.7113 1.9806
13 C -0.6684 -1.4824 2.5693
14 C -0.8912 -1.7483 3.8972
15 C -1.9082 -2.6373 4.3239
16 C -2.7194 -3.2639 3.4340
17 C -2.5658 -2.9783 2.0560
18 C -3.3799 -3.5646 1.0659
19 C -3.2064 -3.2491 -0.2533
20 C -2.2288 -2.3161 -0.5918
21 N -1.4514 -1.7392 0.3108
22 C -1.5739 -2.0806 1.6374
23 H 5.1970 0.9859 -1.0260
24 H 2.8225 0.5942 -1.6064
25 H 5.8735 0.8767 1.3703
26 H 5.2391 0.5169 3.7531
27 H 3.4566 0.0134 5.3855
28 H 1.2017 -0.4833 4.6607
29 H -0.3031 -1.2794 4.6613
30 H -2.0244 -2.8178 5.3846
31 H -3.4847 -3.9589 3.7545
32 H -4.1408 -4.2746 1.3679
33 H -3.8120 -3.6913 -1.0309
34 H -2.0739 -2.0107 -1.6168
35 Se 0.4913 -0.9387 -2.4243
36 Se -0.0053 1.3786 -2.5053
37 Se -2.0635 1.4349 -1.3579
38 Se -1.3320 1.9078 0.8333

Output
Net charge ... +1
E_HOMO ... -10.83 eV
Energy ... -286023.035 eV
Gap between HOMO and LUMO ... 6.9747 eV
Relative energy (zero: lowest compared OMol25 entry of this formula, charge and spin) ... 6.27 kcal/mol
Strongest force on any atom ... 1.9 eV/Å

=====

# 2
DFT (ωB97M-V/def2-TZVPD) results for a molecular structure, C18H12I2N5O3S6V.

CARTESIAN COORDINATES (ANGSTROEM)
1 V 0.6227 -1.1356 -0.3003
2 C 2.6729 -0.1466 3.1118
3 C 2.2139 -1.1271 3.9861
4 C 1.1127 -1.8737 3.6300
5 C 0.4932 -1.6649 2.3917
6 N 0.9596 -0.7170 1.5421
7 C 2.0094 0.0214 1.9180
8 N -0.5736 -2.4707 2.0837
9 C -1.3185 -2.2042 1.0554
10 N -1.2259 -1.1123 0.2348
11 C -2.4461 -0.9898 -0.4481
12 N -2.9467 0.0103 -1.0591
13 C -2.4816 1.3107 -0.9753
14 C -2.3790 2.0515 -2.1614
15 C -1.9904 3.3700 -2.0831
16 C -1.7636 3.9353 -0.8336
17 C -1.9327 3.1326 0.2810
18 N -2.2770 1.8511 0.2305
19 C -3.2020 -2.2385 -0.2564
20 C -4.3650 -2.7028 -0.8386
21 C -4.8400 -3.9371 -0.4128
22 C -4.1630 -4.6780 0.5525
23 C -2.9875 -4.2069 1.1251
24 C -2.5224 -2.9771 0.7055
25 H 3.5413 0.4593 3.3240
26 H 2.7137 -1.3025 4.9313
27 H 0.7056 -2.6467 4.2659
28 H 2.3358 0.7865 1.2305
29 H -2.5561 1.5405 -3.0990
30 H -1.8541 3.9565 -2.9837
31 H -1.4576 4.9671 -0.7254
32 H -1.7666 3.5328 1.2775
33 H -4.8429 -2.1324 -1.6242
34 H -5.7483 -4.3358 -0.8491
35 H -4.5498 -5.6465 0.8472
36 H -2.4345 -4.7833 1.8550
37 S 4.9508 0.7247 0.3176
38 S 4.0728 1.8331 -1.0902
39 S 2.1030 2.2945 -0.5913
40 S 0.9227 0.7526 -1.3426
41 I -0.2770 -1.6882 -3.0093
42 I -2.7821 -1.3584 -4.4954
43 O 1.9414 -2.7391 0.3835
44 S 1.4472 -3.4814 -0.7855
45 O 2.1662 -4.6965 -1.0701
46 O -0.0034 -3.6067 -0.7580
47 S 1.8865 -2.1056 -2.2072

Output
Net charge ... -2
E_HOMO (alpha / beta) ... -1.18 / -1.19 eV
Energy ... -139359.423 eV
2S+1 ... 3
Gap between HOMO and LUMO (alpha / beta) ... 5.3513 / 5.3461 eV
Relative energy (zero: lowest compared OMol25 entry of this formula, charge and spin) ... 97.22 kcal/mol
Strongest force on any atom ... 3.3 eV/Å

=====

# 3
DFT (ωB97M-V/def2-TZVPD) results for a molecular structure, C18H12IrN3OS6Se2.

CARTESIAN COORDINATES (ANGSTROEM)
1 Ir -0.4957 -0.1915 0.0939
2 S -4.0643 -3.1327 5.8869
3 C -3.3113 -2.4579 4.6004
4 S -3.7497 -2.7791 2.9529
5 C -2.5495 -1.7496 2.2042
6 C -1.7632 -1.0750 3.0215
7 S -0.5530 0.0260 2.4769
8 S -1.9866 -1.3471 4.7349
9 S -2.4449 -1.6662 0.4813
10 Se -2.1214 3.0829 0.8508
11 Se -0.6466 3.7673 -0.7587
12 C 0.9468 2.8321 -0.2231
13 C 2.1637 3.3649 -0.6344
14 C 3.3267 2.8254 -0.1239
15 C 3.2392 1.7898 0.7967
16 C 1.9903 1.2965 1.1125
17 N 0.8504 1.7884 0.5916
18 C -2.9340 1.6688 -0.1797
19 C -4.2897 1.4042 -0.0677
20 C -4.8526 0.5085 -0.9578
21 C -4.0624 -0.0255 -1.9665
22 C -2.7141 0.2563 -1.9658
23 N -2.1372 1.0475 -1.0465
24 H 2.1803 4.1921 -1.3319
25 H 4.2915 3.2239 -0.4119
26 H 4.1209 1.3732 1.2629
27 H 1.8795 0.4752 1.8087
28 H -4.8754 1.8898 0.7010
29 H -5.8960 0.2352 -0.8733
30 H -4.4800 -0.6819 -2.7165
31 H -2.0478 -0.1634 -2.7103
32 O 1.2549 0.0456 -1.3735
33 N 2.1884 -0.8858 -1.3971
34 C 3.4046 -0.5580 -1.8840
35 C 4.3908 -1.4955 -2.0145
36 C 4.1259 -2.8132 -1.6322
37 C 2.9042 -3.1115 -1.0817
38 C 1.9248 -2.1203 -0.9314
39 S 0.4084 -2.4187 -0.1904
40 H 3.5078 0.4778 -2.1687
41 H 5.3484 -1.2055 -2.4202
42 H 4.8723 -3.5838 -1.7664
43 H 2.6557 -4.1093 -0.7488

Output
E_HOMO ... -6.57 eV
Energy ... -223919.329 eV
Gap between HOMO and LUMO ... 5.8182 eV
Strongest force on any atom ... 3.5 eV/Å

=====

- Among the records above, which one has the lowest strongest force on any atom?
  C18H12HfN3Se4

=====

- Which of these has the lowest strongest force on any atom?
  C18H12HfN3Se4

=====

- Number 1 is which compound?
  C18H12HfN3Se4

=====

- energy of number 1 (C18H12HfN3Se4)?
  -286023.035 eV